[1]
Computed, not measured: a structure of composition H25O12, with ωB97M-V/def2-TZVPD.

Computed properties:
Strongest force on any atom in eV/A: 5.23
Frontier orbital gap (spin up / spin down) in Ha: 0.120 / 0.420

The geometry in ORCA input format:
```
! wB97M-V def2-TZVPD RIJCOSX def2/J DEFGRID3
* xyz 0 2
O 0.890 2.921 0.903
H 0.609 3.969 0.964
H 0.612 2.505 1.736
O 2.086 -0.975 2.903
H 2.797 -1.142 3.439
H 2.425 -0.199 2.401
O -0.028 -0.989 -2.948
H -0.853 0.044 -2.933
O -0.829 -3.226 -1.642
H -0.360 -3.265 -0.837
H -0.701 -4.041 -2.028
O -1.225 -0.048 0.981
H -1.996 -0.404 0.414
H -0.723 -0.820 1.353
O 1.837 0.619 -0.675
H 1.000 0.935 -0.798
H 2.430 1.248 -1.119
O -0.663 1.649 -0.908
H -0.294 2.221 -0.327
H -0.979 1.057 -0.282
O 0.255 -2.224 1.078
H 0.741 -2.406 1.828
H 0.797 -1.583 0.476
O -1.780 0.875 -3.157
H -1.790 1.474 -2.298
H -2.694 0.402 -3.041
O 2.977 1.199 1.576
H 2.379 1.258 0.847
H 2.975 2.122 1.925
O -3.118 -0.701 -0.844
H -3.923 -0.343 -0.375
H -3.150 -1.685 -0.758
O 0.397 1.194 2.869
H -0.480 0.965 2.812
H 1.005 0.479 2.855
H -0.031 -1.419 -3.872
H -0.594 -1.667 -2.519
*
```

***

[2]
Computed, not measured: a cluster of 12 separate species, H25O12 in total, with ωB97M-V/def2-TZVPD.

Computed properties:
Strongest force on any atom in eV/A: 6.05
Frontier orbital gap in Ha: 0.394

The geometry in ORCA input format:
```
! wB97M-V def2-TZVPD RIJCOSX def2/J DEFGRID3
* xyz 1 1
O -0.772 0.469 3.159
H 2.828 -2.556 -0.580
H -0.272 -0.044 3.826
O -1.467 2.169 -0.140
H -1.960 2.610 -0.912
H 1.698 -2.108 1.421
O 0.790 -0.746 -2.882
H 2.618 -0.529 1.815
O -0.215 3.988 1.398
H 1.297 -0.740 -3.628
H -0.817 4.615 1.712
O -2.890 -2.322 -2.072
H -3.020 -2.684 -2.969
H -3.584 -3.039 -1.451
O -1.839 2.579 -3.109
H -1.962 2.455 -4.030
H -2.645 2.869 -2.673
O 1.496 -3.058 1.175
H 0.002 -1.144 -3.291
H -1.525 -0.515 -0.048
O 2.682 -1.609 -0.755
H 3.370 -1.122 -0.430
H -1.125 2.926 0.440
O 3.399 -0.280 2.225
H -1.173 1.232 3.515
H 3.387 0.637 2.446
O -1.802 -2.275 0.678
H -2.491 -2.427 -0.062
H -0.995 -2.755 0.702
O -0.485 -0.210 0.013
H 0.324 3.780 2.094
H -0.406 -0.288 1.119
O 1.507 1.023 0.434
H 1.204 -2.726 0.249
H 1.278 1.980 0.429
H -0.878 0.781 -0.164
H 1.607 0.968 -0.529
*
```

***

[3]
Computed, not measured: a cluster of 13 separate species, H25O13 in total, with ωB97M-V/def2-TZVPD.

Computed properties:
Strongest force on any atom in eV/A: 11.76
Frontier orbital gap in Ha: 0.349

The geometry in ORCA input format:
```
! wB97M-V def2-TZVPD RIJCOSX def2/J DEFGRID3
* xyz -1 1
O -0.923 -3.883 1.318
H 0.947 0.735 3.491
H 1.505 3.223 -2.644
O 1.733 1.459 -0.477
H 2.289 0.718 -0.852
H 0.147 -0.301 4.165
O 0.755 3.523 -2.806
H 0.204 2.857 -2.838
O -1.514 -2.448 -0.574
H -0.528 -2.593 -0.836
H -1.671 -1.571 -0.111
O -0.568 3.188 0.038
H -0.763 0.108 0.184
H 0.257 2.397 0.060
O 1.065 -2.868 -2.662
H 1.286 -2.847 -1.688
H 1.785 -2.209 -2.722
O 2.277 1.823 2.159
H 1.977 2.672 2.066
H 0.025 -3.972 0.832
O 0.011 0.589 3.748
H -0.306 3.686 -0.692
H 0.376 -1.011 -0.285
O -0.407 0.061 -0.558
H 1.900 1.162 1.490
H 0.951 0.874 -0.623
O -0.889 -1.995 3.838
H -1.330 -2.033 2.786
H -0.002 -2.386 3.605
O -2.806 1.007 -0.781
H -2.041 1.037 -0.185
H -2.654 0.623 -1.761
O 1.452 -1.408 0.049
H 1.914 -0.696 0.431
H -1.271 -3.503 0.507
O -0.610 1.141 -3.146
H -0.814 1.420 -2.250
H -0.797 0.103 -3.303
*
```

***

[4]
Computed, not measured: a structure of composition H26HeO13, with ωB97M-V/def2-TZVPD.

Computed properties:
Strongest force on any atom in eV/A: 0.94
Frontier orbital gap in Ha: 0.358

The geometry in ORCA input format:
```
! wB97M-V def2-TZVPD RIJCOSX def2/J DEFGRID3
* xyz 0 1
He -17.724 11.996 13.830
O -16.371 15.185 13.348
H -17.149 15.306 13.892
H -16.089 14.288 13.530
O -20.739 9.925 13.828
H -20.279 10.192 13.032
H -20.057 9.896 14.500
O -16.779 10.806 17.209
H -16.825 10.559 16.286
H -16.188 11.558 17.228
O -19.810 11.533 15.889
H -19.681 12.211 16.553
H -20.064 12.013 15.101
O -18.121 14.973 15.571
H -18.255 14.390 16.317
H -18.918 15.503 15.535
O -16.527 10.348 11.493
H -15.963 9.882 10.875
H -16.598 11.232 11.133
O -14.969 13.281 17.195
H -14.978 13.201 16.241
H -15.154 14.205 17.360
O -20.307 13.623 14.095
H -19.549 14.132 14.382
H -20.203 13.551 13.146
O -16.837 12.836 10.039
H -16.016 13.317 9.942
H -17.269 12.925 9.190
O -19.379 10.569 11.615
H -18.433 10.585 11.757
H -19.505 9.942 10.903
O -16.420 10.000 14.618
H -16.975 9.255 14.845
H -16.692 10.241 13.732
O -20.226 13.436 11.397
H -20.388 13.651 10.479
H -19.856 12.554 11.376
O -15.151 12.629 14.572
H -14.315 12.489 14.128
H -15.486 11.747 14.737
*
```

***

[5]
Computed, not measured: a cluster of 14 separate species, H26NO16 in total, with ωB97M-V/def2-TZVPD.

Computed properties:
Strongest force on any atom in eV/A: 3.96
Frontier orbital gap in Ha: 0.353

The geometry in ORCA input format:
```
! wB97M-V def2-TZVPD RIJCOSX def2/J DEFGRID3
* xyz -1 1
N -0.165 -0.484 -0.025
O -0.076 -0.362 -1.245
O -1.252 -0.208 0.468
O 0.864 -0.425 0.674
O -2.165 -1.381 -2.617
H -1.523 -1.130 -1.948
H -2.513 -2.270 -2.365
O -0.002 2.772 -3.067
H -0.691 3.249 -3.525
H -0.553 2.353 -2.377
O 2.795 0.978 -1.967
H 3.449 1.213 -1.267
H 2.651 0.035 -1.887
O -0.702 2.137 1.980
H -1.221 2.949 1.933
H -0.417 2.052 1.065
O 1.139 2.284 -0.336
H 1.321 1.660 -1.017
H 1.668 1.910 0.357
O 0.963 0.757 3.783
H 0.371 1.422 3.430
H 0.815 -0.067 3.325
O 0.499 -1.968 -3.767
H 1.168 -1.866 -3.028
H -0.141 -1.325 -3.545
O -2.127 0.007 3.253
H -1.490 -0.700 3.163
H -1.821 0.647 2.686
O -3.736 -1.185 0.561
H -2.805 -1.052 0.431
H -4.184 -0.478 0.120
O -1.809 1.861 -1.422
H -1.560 1.065 -0.919
H -2.232 2.382 -0.678
O 2.931 -1.597 1.819
H 3.684 -1.489 1.222
H 2.087 -1.282 1.426
O 2.330 -1.778 -1.751
H 1.863 -1.512 -0.969
H 3.044 -2.341 -1.486
O -0.127 -1.893 3.337
H -0.014 -2.747 3.741
H -0.313 -2.193 2.437
*
```

***

[6]
Computed, not measured: a cluster of 13 separate species, H26O13 in total, with ωB97M-V/def2-TZVPD.

Computed properties:
Strongest force on any atom in eV/A: 5.29
Frontier orbital gap (spin up / spin down) in Ha: 0.104 / 0.363

The geometry in ORCA input format:
```
! wB97M-V def2-TZVPD RIJCOSX def2/J DEFGRID3
* xyz -1 2
O -2.263 0.711 3.629
H -1.496 0.330 3.386
H -2.858 0.491 2.884
O -0.521 1.423 -0.989
H -1.409 1.763 -1.251
H -0.144 2.132 -0.401
O 3.378 -2.602 -0.343
H 3.675 -1.763 -0.716
H 2.361 -2.773 -0.740
O -3.572 1.536 -1.047
H -3.617 1.264 -2.039
H -3.505 0.718 -0.592
O -2.828 3.304 0.776
H -3.438 2.505 0.780
H -2.241 3.014 1.501
O 3.038 0.897 0.621
H 3.066 1.209 -0.436
H 2.598 1.674 0.983
O -1.528 -1.806 2.567
H -0.637 -1.510 2.294
H -1.378 -2.171 3.427
O 1.381 2.533 -2.556
H 1.706 1.614 -2.623
H 0.435 2.629 -2.786
O 1.183 -2.260 -1.827
H 0.414 -1.886 -1.453
H 1.465 -1.687 -2.553
O 1.030 -0.760 2.003
H 1.642 -0.997 1.186
H 1.568 -0.663 2.818
O 0.122 -0.915 -3.951
H 0.508 -0.090 -4.357
H -0.822 -0.794 -4.346
O -3.188 -1.577 0.104
H -2.108 -1.624 0.121
H -3.246 -1.120 0.915
O 4.000 -1.251 1.765
H 3.228 -1.110 1.146
H 4.001 -0.389 2.098
*
```

***

[7]
Computed, not measured: a cluster of 13 separate species, H26O13 in total, with ωB97M-V/def2-TZVPD.

Computed properties:
Strongest force on any atom in eV/A: 7.16
Frontier orbital gap in Ha: 0.403

The geometry in ORCA input format:
```
! wB97M-V def2-TZVPD RIJCOSX def2/J DEFGRID3
* xyz 0 1
O 1.708 -2.358 -1.420
H 1.508 -1.451 -1.469
H 0.899 -2.933 -1.494
O -1.959 -1.700 2.508
H -1.878 -1.867 1.539
H -2.452 -2.410 2.862
O 0.479 0.133 -3.346
H 0.691 0.975 -3.155
H 0.368 0.138 -4.281
O 0.581 -0.666 2.785
H 1.249 -1.084 2.224
H 0.010 -1.464 2.733
O 2.558 -1.865 1.098
H 2.392 -1.817 0.110
H 3.450 -2.284 1.176
O 1.037 3.370 0.728
H 0.541 2.827 1.395
H 2.023 3.321 0.555
O 0.403 -0.210 -0.100
H -0.078 0.536 -0.468
H 0.173 -0.049 0.908
O -0.390 2.277 -1.592
H 0.355 2.546 -0.897
H -1.095 1.864 -1.179
O 3.379 0.458 -0.189
H 3.166 0.396 -1.097
H 2.757 -0.271 0.198
O -0.535 1.513 2.388
H -0.095 0.837 2.930
H -1.099 1.981 2.866
O -1.997 -0.493 -2.490
H -2.508 0.231 -2.519
H -1.162 -0.235 -2.706
O -2.221 1.952 0.277
H -1.643 1.793 1.051
H -3.131 1.579 0.541
O -2.328 -2.076 -0.598
H -1.893 -1.515 -1.117
H -3.261 -1.975 -0.753
*
```

***

[8]
Computed, not measured: a structure of composition H26O13, with ωB97M-V/def2-TZVPD.

Computed properties:
Strongest force on any atom in eV/A: 13.79
Frontier orbital gap in Ha: 0.363

The geometry in ORCA input format:
```
! wB97M-V def2-TZVPD RIJCOSX def2/J DEFGRID3
* xyz 0 1
O 2.935 1.148 0.852
H 2.163 1.210 0.326
H 3.706 1.300 0.355
O -0.958 3.831 0.102
H -1.301 3.024 0.386
H -1.017 3.803 -0.830
O 2.097 -1.366 1.563
H 2.295 -1.540 0.683
H 2.662 -0.453 1.406
O 1.027 2.285 -2.497
H 0.750 3.071 -3.093
H 1.664 1.593 -2.839
O -0.407 0.099 -0.118
H -0.124 -0.465 0.499
H 0.125 0.650 -0.376
O -2.042 1.744 1.082
H -2.098 1.654 2.106
H -1.467 1.091 0.510
O -1.631 -2.662 1.577
H -0.982 -2.266 2.325
H -1.113 -3.474 1.467
O -2.353 -2.585 -0.275
H -2.153 -2.196 0.564
H -3.128 -3.243 -0.072
O 0.266 -1.398 -1.721
H -0.334 -0.943 -1.195
H -0.070 -2.281 -1.925
O 0.964 2.224 0.158
H 1.066 2.268 -0.821
H 0.235 2.821 0.364
O -2.313 -0.056 -2.097
H -3.143 -0.231 -2.557
H -2.520 -0.978 -1.549
O -0.375 -0.810 2.514
H -0.391 0.192 2.466
H 0.527 -0.822 2.196
O 2.518 -2.348 -0.236
H 1.680 -1.962 -0.700
H 3.254 -1.928 -0.606
*
```

***

[9]
Computed, not measured: a cluster of 13 separate species, H26O13 in total, with ωB97M-V/def2-TZVPD.

Computed properties:
Strongest force on any atom in eV/A: 1.19
Frontier orbital gap in Ha: 0.391

The geometry in ORCA input format:
```
! wB97M-V def2-TZVPD RIJCOSX def2/J DEFGRID3
* xyz 0 1
O -0.237 -0.833 -0.168
H -0.890 -0.724 0.524
H 0.209 0.014 -0.212
O 1.135 1.548 2.916
H 1.474 1.963 2.122
H 0.425 0.985 2.608
O -0.313 -0.012 -3.465
H 0.398 -0.416 -2.968
H -1.014 -0.664 -3.456
O -0.905 1.915 -1.789
H -0.971 1.215 -2.438
H -1.792 2.269 -1.726
O 0.084 3.611 0.418
H -0.725 3.547 0.926
H 0.045 2.873 -0.189
O 2.397 0.485 0.403
H 3.277 0.136 0.539
H 2.497 1.433 0.493
O 2.491 -2.070 1.804
H 2.034 -1.752 1.025
H 3.212 -2.597 1.460
O 1.663 -1.278 -2.177
H 1.331 -1.129 -1.292
H 2.613 -1.338 -2.070
O 1.875 2.410 -2.529
H 1.323 1.632 -2.451
H 1.324 3.052 -2.977
O -1.008 -2.678 -1.896
H -0.632 -2.093 -1.239
H -0.279 -3.237 -2.166
O -2.045 0.954 1.513
H -2.225 1.230 2.412
H -2.653 0.232 1.357
O -1.377 -1.330 2.946
H -1.391 -0.687 3.654
H -1.193 -2.163 3.381
O -3.424 -1.907 1.281
H -2.810 -1.883 2.015
H -3.923 -2.713 1.411
*
```

***

[10]
Computed, not measured: a cluster of 13 separate species, H26O13 in total, with ωB97M-V/def2-TZVPD.

Computed properties:
Strongest force on any atom in eV/A: 6.56
Frontier orbital gap in Ha: 0.338

The geometry in ORCA input format:
```
! wB97M-V def2-TZVPD RIJCOSX def2/J DEFGRID3
* xyz 0 1
H 0.793 0.585 -0.029
H -0.618 1.145 -0.115
H 2.770 -0.123 -4.025
H 1.311 0.008 -3.619
H -4.178 1.181 -1.285
H -3.158 2.030 -0.542
H -1.262 3.842 0.756
H -0.954 5.031 1.652
H 3.159 1.554 -1.240
H 3.172 0.236 -0.484
H 0.114 -2.263 -1.060
H -1.352 -2.599 -0.840
H -4.359 -1.931 -1.867
H -3.304 -0.853 -2.054
H 0.291 1.282 2.134
H 1.733 1.510 1.711
H -0.263 -1.565 2.678
H -0.412 -0.629 1.489
H 1.308 -3.826 -0.309
H 2.397 -4.455 0.544
H -5.155 -0.887 0.195
H -5.097 0.631 0.161
H 1.284 -0.984 3.083
H 1.490 -2.285 3.841
H 5.880 1.470 -0.383
H 4.772 2.094 -1.216
O -0.126 0.364 0.161
O 2.206 0.179 -3.304
O -3.232 1.357 -1.229
O -1.424 4.189 1.641
O 2.646 1.033 -0.612
O -0.502 -3.005 -1.044
O -4.257 -0.979 -1.979
O 0.830 1.534 1.376
O -0.890 -0.966 2.256
O 1.719 -3.771 0.561
O -4.616 -0.141 0.480
O 1.843 -1.393 3.753
O 5.442 1.401 -1.239
*
```

***

[11]
Computed, not measured: a structure of composition H26O13, with ωB97M-V/def2-TZVPD.

Computed properties:
Strongest force on any atom in eV/A: 11.90
Frontier orbital gap in Ha: 0.287

The geometry in ORCA input format:
```
! wB97M-V def2-TZVPD RIJCOSX def2/J DEFGRID3
* xyz 0 1
H -0.752 -0.153 -0.266
H 0.749 -0.157 -0.029
H -0.199 -2.703 0.465
H 1.179 -2.062 0.465
H -1.067 0.175 1.953
H -1.418 1.421 2.750
H -5.154 1.400 0.683
H -4.631 0.839 1.995
H 4.010 -0.865 0.043
H 3.942 0.239 -1.001
H -1.729 -2.853 1.836
H -1.615 -1.955 0.615
H 2.051 -0.096 2.918
H 3.069 0.387 1.898
H -3.165 0.838 -1.398
H -2.998 1.573 -0.079
H 3.407 3.970 -0.011
H 2.181 4.342 0.806
H -1.320 0.599 -2.269
H -1.804 1.753 -3.130
H 4.000 -2.855 -2.089
H 3.189 -3.046 -0.817
H 1.287 3.206 -1.179
H 1.569 1.855 -0.543
H -2.230 -2.183 -1.264
H -2.701 -2.787 -2.577
O 0.061 -0.584 -0.552
O 0.537 -2.483 1.047
O -0.759 1.069 2.141
O -4.917 0.571 1.115
O 3.724 -0.690 -0.861
O -2.004 -1.994 1.496
O 3.000 -0.038 2.760
O -2.492 1.182 -0.800
O 2.488 3.722 0.135
O -1.651 1.502 -2.212
O 4.019 -2.677 -1.142
O 1.073 2.270 -1.259
O -2.928 -2.731 -1.642
*
```

***

[12]
Computed, not measured: a structure of composition H26O13, with ωB97M-V/def2-TZVPD.

Computed properties:
Strongest force on any atom in eV/A: 10.66
Frontier orbital gap in Ha: 0.273

The geometry in ORCA input format:
```
! wB97M-V def2-TZVPD RIJCOSX def2/J DEFGRID3
* xyz 0 1
H 0.436 1.177 -0.323
H 0.238 -0.298 -0.989
H 3.326 1.644 2.926
H 4.167 1.100 4.090
H 2.923 -0.768 -2.469
H 3.245 -1.931 -1.593
H -2.731 3.722 -1.384
H -3.290 2.260 -1.239
H 1.286 2.212 -2.154
H 1.275 1.090 -2.959
H 0.318 -2.308 -2.429
H -0.991 -2.958 -2.145
H 0.099 -3.323 2.132
H -0.591 -4.588 2.646
H -3.618 3.605 1.327
H -2.308 3.569 2.135
H -3.478 -1.899 -3.816
H -2.287 -1.813 -2.907
H 1.226 -1.523 -0.629
H 1.150 -2.606 0.561
H 2.131 -0.824 0.851
H 2.316 -1.687 2.122
H 0.303 1.890 2.419
H -0.514 2.494 3.525
H -2.396 1.724 0.014
H -2.187 0.687 1.113
O 0.129 0.226 -0.191
O 3.399 0.972 3.502
O 2.859 -1.742 -2.452
O -2.975 2.973 -1.933
O 1.292 2.064 -3.074
O -0.180 -3.136 -2.465
O -0.078 -3.873 2.907
O -2.911 3.041 1.600
O -2.802 -1.326 -3.545
O 1.783 -2.184 -0.126
O 2.721 -1.335 1.399
O -0.595 2.184 2.627
O -2.690 1.488 0.927
*
```